This record from OMol25 describes C6H14N2O2 as an isolated structure in a non-equilibrium geometry. The level of theory is wB97M-V/def2-TZVPD.

## Properties
* ΔE to the lowest compared entry with this formula, charge and spin: 300.6 kcal per mole
* LUMO level: 0.02230 Eh
* calculated total energy: -496.5785 a.u.
* Kohn-Sham gap: 9.5 eV

Last column: natural (NBO) charge in e.
Geometry (Å):
C -3.7816 0.3133 -0.0770  -0.717
C -3.1099 1.2949 1.1126  -0.450
C -1.5368 0.9016 1.6811  -0.468
C -0.7921 0.2495 0.6266  -0.111
C 1.1218 -1.3722 0.5789  0.100
C 2.8269 0.3687 -0.3711  -0.455
H -3.2486 0.5960 -1.4113  0.248
H -3.6902 -1.1813 0.0448  0.236
H -4.9914 0.7768 0.3689  0.262
H -3.2038 2.5497 0.7088  0.231
H -3.7167 1.1442 2.3073  0.219
H -1.1861 1.7814 2.2704  0.241
H -1.7273 0.2454 2.7111  0.217
H -0.2895 1.0095 -0.2206  0.176
H -1.2326 -0.4001 -0.3319  0.227
H 1.9982 -1.8823 1.0006  0.211
H 0.4894 -2.0173 0.0440  0.196
H 2.9507 0.3731 0.6738  0.205
H 2.4153 1.3873 -0.6687  0.223
H 3.8257 -0.0584 -0.9683  0.223
N 1.7538 -0.5620 -0.5168  -0.272
N 1.5282 -0.8230 -1.8421  0.203
O 0.3669 -0.3505 1.3027  -0.556
O 2.1660 -0.2949 -2.7180  -0.386

---

This record from OMol25 describes a 2-piece molecular cluster, C6H14N2O2 overall in a non-equilibrium geometry. The level of theory is wB97M-V/def2-TZVPD.

## Properties
* ΔE to the lowest compared entry with this formula, charge and spin: 108.6 kcal per mole
* LUMO level (alpha / beta): -0.01220 / -0.01223 Eh
* calculated total energy: -496.8844 a.u.
* Kohn-Sham gap (alpha / beta): 7.1 / 7.1 eV

Last column: natural (NBO) charge in e.
Geometry (Å):
C -0.2291 0.1175 2.1911  0.237
C -0.9517 -1.1339 2.1735  -0.771
N -0.7575 1.2732 1.7667  -0.728
C 1.3940 -0.1036 0.4662  0.300
O 1.8283 1.0220 0.4273  -0.608
H 0.6802 0.2031 2.7733  0.215
H -0.0861 2.0169 1.6157  0.406
H -1.3809 1.1675 0.9642  0.423
H 2.0543 -0.9688 0.7219  0.100
H -0.7669 -1.6489 1.1130  0.370
H -2.0331 -1.0008 2.1992  0.240
H -0.6276 -1.8188 2.9536  0.240
C -0.5115 1.4966 -1.7734  -0.425
C 1.1959 -0.8781 -1.8746  -0.666
N -0.8452 0.3290 -0.9614  -0.706
C 0.1240 -0.7325 -0.7600  0.481
O -0.3838 -1.8505 -0.3857  -0.753
H -1.7131 -0.1105 -1.2459  0.385
H -1.3418 2.2046 -1.7295  0.197
H -0.3187 1.2618 -2.8275  0.178
H 0.3708 1.9837 -1.3614  0.216
H 0.6670 -1.2474 -2.7546  0.226
H 1.9222 -1.6322 -1.5791  0.230
H 1.7104 0.0500 -2.1125  0.213

---

This record from OMol25 describes a 2-piece molecular cluster, C6H14N2O2 overall in a non-equilibrium geometry. The level of theory is wB97M-V/def2-TZVPD.

## Properties
* ΔE to the lowest compared entry with this formula, charge and spin: 15.3 kcal per mole
* LUMO level: 0.01922 Eh
* calculated total energy: -497.0332 a.u.
* Kohn-Sham gap: 10.1 eV

Last column: natural (NBO) charge in e.
Geometry (Å):
C -2.2102 -1.8592 -0.2780  -0.413
N -1.7141 -0.5011 -0.0898  -0.618
C -2.5558 0.4325 0.4197  0.671
C -2.0623 1.8687 0.3740  -0.701
O -3.7114 0.1710 0.7028  -0.629
H -2.7197 -2.2355 0.6073  0.215
H -2.9616 -1.8267 -1.0424  0.202
H -1.3736 -2.4918 -0.5515  0.196
H -0.7436 -0.3116 -0.2496  0.395
H -0.9711 1.9084 0.3976  0.210
H -2.4805 2.4016 1.2199  0.239
H -2.3606 2.3307 -0.5647  0.231
C 2.4510 -1.7195 0.5570  -0.415
N 2.2794 -0.6125 -0.3463  -0.621
C 1.9221 0.5933 0.1449  0.659
C 1.8879 1.7802 -0.8080  -0.710
O 1.7283 0.7339 1.3425  -0.627
H 1.4965 -2.0177 0.9971  0.201
H 2.9283 -2.5415 0.0593  0.202
H 3.0606 -1.4416 1.3892  0.215
H 2.4708 -0.7807 -1.3064  0.396
H 1.0526 1.5988 -1.4841  0.224
H 1.7519 2.6423 -0.1713  0.247
H 2.8351 1.8780 -1.3194  0.229

---

This record from OMol25 describes a 2-piece molecular cluster, C6H14N2O2 overall in a non-equilibrium geometry. The level of theory is wB97M-V/def2-TZVPD.

## Properties
* ΔE to the lowest compared entry with this formula, charge and spin: 24.8 kcal per mole
* LUMO level: 0.02369 Eh
* calculated total energy: -497.0181 a.u.
* Kohn-Sham gap: 9.7 eV

Last column: natural (NBO) charge in e.
Geometry (Å):
C -0.4692 2.3250 -1.4095  -0.430
N -1.5259 2.1094 -0.4209  -0.619
C -2.0016 0.8280 -0.2284  0.667
C -3.3258 0.6130 0.4172  -0.709
O -1.2436 -0.1259 -0.3515  -0.635
H 0.0474 1.3659 -1.4827  0.243
H -0.9039 2.5777 -2.3775  0.194
H 0.2505 3.0166 -0.9746  0.206
H -2.1567 2.8885 -0.2788  0.383
H -3.4017 1.2232 1.3211  0.231
H -4.1157 0.9617 -0.2743  0.224
H -3.6444 -0.4025 0.6065  0.246
C 1.6131 -2.5701 -1.0146  -0.420
N 1.4501 -1.8003 0.1732  -0.608
C 2.4195 -1.0036 0.7079  0.664
C 2.0794 -0.3934 2.0167  -0.719
O 3.4945 -0.9196 0.1348  -0.637
H 2.6249 -2.8493 -1.3041  0.227
H 1.0841 -3.5236 -1.0046  0.198
H 1.2654 -2.0067 -1.8959  0.190
H 0.5458 -1.8553 0.6202  0.400
H 1.2742 -0.9093 2.5290  0.221
H 3.0025 -0.1674 2.5446  0.247
H 1.6370 0.6180 1.9460  0.237

---

This record from OMol25 describes a 2-piece molecular cluster, C6H14N2O2 overall in a non-equilibrium geometry. The level of theory is wB97M-V/def2-TZVPD.

## Properties
* ΔE to the lowest compared entry with this formula, charge and spin: 43.7 kcal per mole
* LUMO level: 0.01856 Eh
* calculated total energy: -496.9878 a.u.
* Kohn-Sham gap: 9.3 eV

Last column: natural (NBO) charge in e.
Geometry (Å):
C 1.4405 -1.8811 -1.5942  -0.435
N 2.3060 -0.6867 -1.3989  -0.603
C 1.5631 0.3411 -1.0440  0.667
C 2.3179 1.5640 -0.7741  -0.724
O 0.3719 0.3403 -0.8383  -0.657
H 0.7192 -1.7646 -2.3671  0.214
H 1.9755 -2.9309 -1.8300  0.213
H 0.7767 -2.0260 -0.7129  0.224
H 3.3213 -0.6213 -1.4272  0.421
H 2.5801 2.1699 -1.6738  0.243
H 1.6845 2.3420 -0.2839  0.247
H 3.2928 1.4365 -0.2119  0.225
C -2.6840 1.6843 0.3616  -0.441
N -1.6705 0.6558 0.7605  -0.637
C -1.9977 -0.2352 1.7680  0.653
C -0.9590 -1.3006 1.9577  -0.696
O -3.1592 -0.4888 2.1144  -0.642
H -3.6606 1.1070 0.5686  0.235
H -2.6536 2.5755 1.0290  0.191
H -2.5922 1.9005 -0.6997  0.202
H -0.7493 0.7652 0.3195  0.435
H 0.0150 -0.9737 1.8171  0.203
H -1.1034 -1.8388 2.9532  0.232
H -1.1347 -2.1343 1.2063  0.231

---

This record from OMol25 describes a 2-piece molecular cluster, C6H14N2O2 overall in a non-equilibrium geometry. The level of theory is wB97M-V/def2-TZVPD.

## Properties
* ΔE to the lowest compared entry with this formula, charge and spin: 63.2 kcal per mole
* LUMO level: 0.01328 Eh
* calculated total energy: -496.9567 a.u.
* Kohn-Sham gap: 9.2 eV

Last column: natural (NBO) charge in e.
Geometry (Å):
C 1.2419 2.5948 1.0100  -0.456
N 0.1003 1.9742 1.6967  -0.632
C 0.0830 0.5904 1.8332  0.693
C -0.7729 0.1420 2.9502  -0.719
O 0.5322 -0.0635 0.8693  -0.661
H 1.6242 1.8615 0.1828  0.248
H 1.0729 3.5153 0.3350  0.218
H 2.0688 2.8291 1.8148  0.198
H -0.4417 2.6368 2.2584  0.398
H -0.3188 -0.7203 3.6161  0.258
H -1.1579 0.9070 3.5636  0.225
H -1.6580 -0.4092 2.4805  0.256
C -1.5409 -0.3739 -2.7031  -0.429
N -0.5861 -0.9294 -1.7169  -0.633
C 0.2509 -1.8470 -2.2226  0.647
C 1.1010 -2.3227 -1.1216  -0.735
O 0.0710 -2.2563 -3.3721  -0.650
H -1.2206 -0.4379 -3.7307  0.242
H -2.5011 -0.7904 -2.3655  0.198
H -1.6171 0.6638 -2.3184  0.179
H -0.3365 -0.3530 -0.8297  0.433
H 2.1762 -2.3417 -1.4406  0.223
H 1.0787 -1.6453 -0.0794  0.264
H 0.7505 -3.2243 -0.7100  0.233

---

This record from OMol25 describes a 2-piece molecular cluster, C6H14N2O2 overall in a non-equilibrium geometry. The level of theory is wB97M-V/def2-TZVPD.

## Properties
* ΔE to the lowest compared entry with this formula, charge and spin: 21.5 kcal per mole
* LUMO level: 0.02684 Eh
* calculated total energy: -497.0233 a.u.
* Kohn-Sham gap: 9.8 eV

Last column: natural (NBO) charge in e.
Geometry (Å):
C -0.6399 1.8352 -0.8575  -0.418
N -1.6596 1.4417 0.1213  -0.633
C -1.3438 0.6410 1.2201  0.688
C -2.2873 0.8194 2.3923  -0.722
O -0.3363 -0.0163 1.2467  -0.621
H 0.2288 2.2451 -0.3259  0.201
H -0.3752 0.9894 -1.4828  0.213
H -0.9540 2.7102 -1.4322  0.209
H -2.4654 2.0273 0.1960  0.388
H -2.7465 -0.1571 2.6185  0.236
H -3.1812 1.4284 2.2680  0.217
H -1.6877 1.0862 3.2451  0.245
C 3.1376 -0.6152 -0.3090  -0.416
N 1.8682 -1.3226 -0.1737  -0.622
C 1.1455 -1.3851 -1.3571  0.680
C -0.2964 -1.8215 -1.1489  -0.706
O 1.6546 -1.0961 -2.4183  -0.631
H 3.7877 -1.2343 -0.9561  0.198
H 3.0442 0.3351 -0.8370  0.209
H 3.5906 -0.4923 0.6741  0.199
H 1.5789 -1.8041 0.6524  0.408
H -0.6277 -2.5165 -1.9051  0.227
H -0.5288 -2.1732 -0.1472  0.223
H -0.9065 -0.9247 -1.2836  0.229

---

This record from OMol25 describes a 2-piece molecular cluster, C6H14N2O2 overall in a non-equilibrium geometry. The level of theory is wB97M-V/def2-TZVPD.

## Properties
* ΔE to the lowest compared entry with this formula, charge and spin: 56.5 kcal per mole
* LUMO level: 0.02043 Eh
* calculated total energy: -496.9675 a.u.
* Kohn-Sham gap: 9.6 eV

Last column: natural (NBO) charge in e.
Geometry (Å):
C -2.2979 -0.8142 -0.5849  -0.433
N -2.0376 0.1455 0.4695  -0.671
C -2.5521 -0.2194 1.6522  0.680
C -1.7513 0.3016 2.8738  -0.714
O -3.5540 -0.8598 1.8362  -0.619
H -2.6072 -1.8777 -0.2649  0.232
H -3.1815 -0.4238 -1.2845  0.186
H -1.4272 -0.8195 -1.4568  0.195
H -1.2133 0.8655 0.2443  0.459
H -2.1454 1.2296 3.2755  0.235
H -1.7259 -0.6291 3.5082  0.239
H -0.6572 0.4134 2.5098  0.200
C 3.2031 0.8280 0.4079  -0.418
N 2.7855 0.2277 -0.9172  -0.626
C 1.4604 0.2814 -1.2698  0.692
C 1.0627 -0.4879 -2.5515  -0.727
O 0.6311 0.9664 -0.7545  -0.646
H 2.7935 1.9541 0.5327  0.218
H 2.6861 0.3376 1.1809  0.199
H 4.2501 0.7496 0.5673  0.209
H 3.4429 -0.3484 -1.3751  0.400
H 1.9746 -0.4063 -3.2278  0.220
H 0.6696 -1.5440 -2.3681  0.245
H 0.1910 0.1296 -3.0029  0.245

---

This record from OMol25 describes a 2-piece molecular cluster, C6H14N2O2S overall in a non-equilibrium geometry. The level of theory is wB97M-V/def2-TZVPD.

## Properties
* ΔE to the lowest compared entry with this formula, charge and spin: 149.0 kcal per mole
* LUMO level (alpha / beta): -0.07694 / -0.07693 Eh
* calculated total energy: -894.9550 a.u.
* Kohn-Sham gap (alpha / beta): 6.6 / 6.6 eV

Last column: natural (NBO) charge in e.
Geometry (Å):
C 0.3879 -1.0644 -1.9947  -0.399
C 1.6946 -0.6967 -1.2891  -0.410
C -0.5285 0.0977 -2.1129  -0.406
C 1.3465 -0.1116 0.0358  -0.432
C -0.8545 0.6227 -0.7443  -0.433
C 0.5033 1.1809 -0.1325  0.103
N -1.0045 -1.4868 2.2932  -1.023
N -2.4934 0.5025 2.4090  -0.998
O -0.1849 0.5667 3.7385  -0.807
O 0.2994 1.7160 1.1141  -0.710
S -1.0459 -0.0121 2.4914  1.985
H 0.6163 -1.2588 -3.0428  0.216
H -0.0392 -1.8188 -1.3026  0.193
H 2.1564 -1.6621 -1.1194  0.209
H 2.2483 0.1379 -1.8360  0.205
H 0.0191 0.9140 -2.6331  0.187
H -1.3539 -0.1505 -2.7182  0.208
H 0.8661 -0.7602 0.7928  0.181
H 2.2616 0.3221 0.5329  0.214
H -1.6343 1.4640 -0.6054  0.213
H -1.0635 -0.2327 -0.1896  0.176
H 0.9492 1.9607 -0.8828  0.176
H -0.2744 -2.1398 2.2240  0.412
H -2.8701 0.4252 1.5028  0.400
H -0.0016 1.4841 3.4688  0.539

---

This record from OMol25 describes one molecule with the formula C6H14N2O2S in a non-equilibrium geometry. The level of theory is wB97M-V/def2-TZVPD.

## Properties
* ΔE to the lowest compared entry with this formula, charge and spin: 18.4 kcal per mole
* LUMO level: 0.02487 Eh
* calculated total energy: -895.1632 a.u.
* Kohn-Sham gap: 10.4 eV

Last column: natural (NBO) charge in e.
Geometry (Å):
C 2.2760 -1.2635 -1.1734  -0.398
C 1.1970 -0.5029 -1.1017  -0.213
C 0.8081 0.3388 0.0803  0.108
C 0.5471 1.7736 -0.3492  -0.626
N 1.7382 0.3444 1.1957  -0.842
C -0.5953 -0.3258 0.7652  -0.440
C -0.5527 -1.8220 0.9377  -0.647
S -2.0315 0.0558 -0.2855  2.282
N -2.4053 1.6499 0.1479  -1.081
O -1.6989 0.0622 -1.6816  -0.958
O -3.1301 -0.7699 0.1312  -0.950
H 2.5017 -1.8327 -2.0573  0.205
H 2.9849 -1.3499 -0.3658  0.185
H 0.5071 -0.4416 -1.9278  0.233
H 0.1584 2.3526 0.4848  0.229
H -0.1604 1.7957 -1.1700  0.223
H 1.4839 2.2183 -0.6804  0.213
H 1.9193 -0.6031 1.5064  0.358
H 2.6205 0.7573 0.9177  0.365
H -0.7714 0.2078 1.6923  0.252
H 0.1770 -2.1150 1.6888  0.218
H -0.3106 -2.3061 -0.0060  0.230
H -1.5384 -2.1620 1.2509  0.249
H -2.4509 2.2518 -0.6587  0.401
H -3.2734 1.6863 0.6586  0.403

---

This record from OMol25 describes a 2-piece molecular cluster, C6H14N2OS overall. The level of theory is wB97M-V/def2-TZVPD.

## Properties
* ΔE to the lowest compared entry with this formula, charge and spin: 32.1 kcal per mole
* LUMO level: -0.00130 Eh
* calculated total energy: -819.9116 a.u.
* Kohn-Sham gap: 8.7 eV

Last column: natural (NBO) charge in e.
Geometry (Å):
H 1.4871 -2.7668 -0.8825  0.328
N 0.4901 -2.8654 -0.6875  -0.617
C 0.0931 -2.2432 0.3275  0.132
C 0.9014 -1.4450 1.3198  -0.132
N 0.8421 -2.0714 2.6384  -0.812
C 0.4031 0.0018 1.4366  -0.406
C 0.8686 0.9074 0.2961  -0.403
C 0.1111 0.6787 -1.0102  -0.515
C -1.2698 1.2159 -1.0371  -0.202
S -1.9559 2.1447 0.0943  -0.007
H -0.9650 -2.3375 0.5669  0.160
H 1.9575 -1.4440 1.0179  0.186
H -0.1143 -2.0934 2.9750  0.355
H 1.1783 -3.0275 2.5940  0.362
H 0.7868 0.3896 2.3814  0.229
H -0.6875 0.0094 1.4926  0.208
H 0.7282 1.9470 0.5991  0.227
H 1.9356 0.7504 0.1265  0.205
H 0.6448 1.1527 -1.8432  0.246
H 0.0621 -0.3867 -1.2538  0.245
H -1.8380 0.9763 -1.9310  0.206
O -1.7689 3.2344 -3.3190  -0.944
H -1.2208 3.8837 -2.8752  0.473
H -2.6696 3.3890 -3.0266  0.476

---

This record from OMol25 describes a 3-piece molecular cluster, C6H14N2S2 overall in a non-equilibrium geometry. The level of theory is wB97M-V/def2-TZVPD.

## Properties
* ΔE to the lowest compared entry with this formula, charge and spin: 33.1 kcal per mole
* LUMO level (alpha / beta): -0.30874 / -0.30875 Eh
* calculated total energy: -1142.1494 a.u.
* Kohn-Sham gap (alpha / beta): 7.9 / 7.9 eV
* total charge: +2

Last column: natural (NBO) charge in e.
Geometry (Å):
C 0.6998 1.8845 2.2569  -0.378
C 0.1565 1.4997 1.1138  0.322
C 1.0257 -1.6892 1.1560  0.326
C 1.5435 -1.3522 -0.1992  -0.722
C -0.7044 1.6412 -2.5242  -0.701
C -0.9680 1.7628 -1.0960  0.232
N -0.1261 -2.3326 1.4174  -0.634
N -0.2906 1.6485 -0.0246  -0.278
S -0.2347 1.9537 3.7143  0.215
S -1.6774 -1.5599 -1.6828  -0.359
H 1.8017 2.1393 2.3625  0.325
H 2.4916 -0.8409 -0.0456  0.263
H 1.6348 -2.4226 -0.6314  0.311
H 0.9085 -0.7118 -0.8083  0.269
H -0.5021 0.6283 -2.7735  0.262
H 0.1506 2.1781 -3.0034  0.295
H -1.6277 1.8578 -2.9770  0.266
H -2.0299 1.8213 -0.9299  0.241
H -0.7881 -2.5390 0.6863  0.448
H -1.7132 -0.8201 -2.7409  0.158
H -0.2491 -2.7109 2.4096  0.466
H 0.7497 2.1659 4.6743  0.204
H 1.8095 -1.5040 1.9597  0.253
H -2.0608 -2.6980 -2.3140  0.214